No. 1
# C2H3Br2OP

C2H3Br2OP in the gas phase (the ωB97M-V functional and the def2-TZVPD basis, OMol25).

```
9
C2H3Br2OP the ωB97M-V functional and the def2-TZVPD basis
C 0.491 0.012 0.549
C -0.791 0.187 0.291
P -1.949 -0.798 1.247
O -1.583 -2.157 1.736
Br -2.468 0.582 2.865
Br -4.007 -0.924 0.283
H 0.968 0.898 0.171
H 0.841 -0.803 1.257
H -1.173 1.015 -0.201
```

Values from the calculation:
Kohn-Sham gap = 10.423 eV
LUMO level = -0.11 eV

Here are the natural (NBO) charges for atoms 1 to 6, given in e:
1 C -0.304
2 C -0.598
3 P 1.620
4 O -1.028
5 Br -0.188
6 Br -0.217

---

No. 2
# C2H3Br4P

A molecular structure, C2H3Br4P (the ωB97M-V functional and the def2-TZVPD basis, OMol25).

```
10
C2H3Br4P the ωB97M-V functional and the def2-TZVPD basis
C 0.667 0.275 -1.028
C 0.331 -0.089 0.435
P -1.458 0.592 1.054
Br 2.586 -0.257 -1.169
Br 1.361 0.699 1.852
Br -2.020 -1.170 2.364
Br -2.683 0.159 -0.806
H 0.177 -0.325 -1.785
H 0.775 1.238 -1.518
H 0.265 -1.121 0.600
```

Values from the calculation:
Kohn-Sham gap = 9.514 eV
LUMO level = -0.27 eV

Here are the natural (NBO) charges for atoms 1 to 6, given in e:
1 C -0.451
2 C -0.560
3 P 0.680
4 Br -0.039
5 Br 0.087
6 Br -0.211

---

No. 3
# C2H3BrF2O2

C2H3BrF2O2 in the gas phase (the ωB97M-V functional and the def2-TZVPD basis, OMol25).

```
10
C2H3BrF2O2 the ωB97M-V functional and the def2-TZVPD basis
O -0.673 -1.755 0.082
C 0.261 -0.855 0.335
F 0.666 -0.982 1.606
C -0.061 0.592 -0.115
O 1.119 1.371 -0.207
F -0.954 1.257 0.637
Br -0.828 0.513 -1.968
H -1.554 -1.409 -0.021
H 1.170 -1.027 -0.246
H 0.854 2.294 -0.102
```

Values from the calculation:
Kohn-Sham gap = 11.405 eV
LUMO level = 0.54 eV

Here are the natural (NBO) charges for atoms 1 to 6, given in e:
1 O -0.677
2 C 0.408
3 F -0.330
4 C 0.553
5 O -0.693
6 F -0.331

---

No. 4
# C2H3BrFN

2 unconnected molecules or ions with the total composition C2H3BrFN (the ωB97M-V functional and the def2-TZVPD basis, OMol25).

```
8
C2H3BrFN the ωB97M-V functional and the def2-TZVPD basis
C 0.870 -0.135 -0.447
C -0.334 0.500 -0.089
N 0.363 -0.019 0.958
F -0.681 1.729 -0.298
Br -2.868 -0.773 0.044
H 0.843 -1.087 -1.147
H 1.770 0.493 -0.551
H 0.036 -0.708 1.529
```

Values from the calculation:
Kohn-Sham gap (spin up / spin down) = 7.762 / 7.312 eV
LUMO level (spin up / spin down) = -1.82 / -2.19 eV

Here are the natural (NBO) charges for atoms 1 to 6, given in e:
1 C -0.333
2 C 0.739
3 N -0.566
4 F -0.260
5 Br -0.463
6 H 0.242

---

No. 5
# C2H3BrFNO2

2 unconnected molecules or ions with the total composition C2H3BrFNO2 (the ωB97M-V functional and the def2-TZVPD basis, OMol25).

```
10
C2H3BrFNO2 the ωB97M-V functional and the def2-TZVPD basis
C -1.921 0.861 -0.979
C -1.015 -0.068 -0.806
F -0.848 -0.626 0.424
Br -0.056 -0.773 -2.277
H -2.103 1.323 -1.932
H -2.485 1.510 -0.241
O 1.828 0.978 1.420
N 1.813 -0.117 0.957
O 2.353 -1.028 1.850
H 2.436 -2.059 1.584
```

Values from the calculation:
Kohn-Sham gap = 10.199 eV
LUMO level = 0.39 eV

Here are the natural (NBO) charges for atoms 1 to 6, given in e:
1 C -0.498
2 C 0.292
3 F -0.326
4 Br 0.073
5 H 0.222
6 H 0.235

---

No. 6
# C2H3BrI2

A molecular structure, C2H3BrI2 (the ωB97M-V functional and the def2-TZVPD basis, OMol25).

```
8
C2H3BrI2 the ωB97M-V functional and the def2-TZVPD basis
C -0.828 0.106 -0.173
C 0.438 -0.476 0.138
Br 0.811 -0.565 2.025
I 1.104 -2.143 -0.912
I 2.217 2.159 -0.346
H -1.167 0.023 -1.131
H -1.782 -0.199 0.352
H -0.792 1.094 0.047
```

Values from the calculation:
Kohn-Sham gap (spin up / spin down) = 5.733 / 5.732 eV
LUMO level (spin up / spin down) = -2.86 / -2.86 eV

Here are the natural (NBO) charges for atoms 1 to 6, given in e:
1 C -0.806
2 C -0.177
3 Br 0.176
4 I 0.358
5 I -0.335
6 H 0.247

---

No. 7
# C2H3BrI2

A molecular structure, C2H3BrI2 (the ωB97M-V functional and the def2-TZVPD basis, OMol25).

```
8
C2H3BrI2 the ωB97M-V functional and the def2-TZVPD basis
C 0.643 0.575 -0.084
C -0.335 -0.524 -0.218
Br -1.792 -0.045 -1.346
I 0.390 -2.431 -0.328
I -1.524 -0.177 2.252
H 1.186 0.561 0.814
H 1.396 0.540 -0.985
H 0.035 1.501 -0.106
```

Values from the calculation:
Kohn-Sham gap (spin up / spin down) = 7.186 / 7.187 eV
LUMO level (spin up / spin down) = -1.92 / -1.92 eV

Here are the natural (NBO) charges for atoms 1 to 6, given in e:
1 C -0.750
2 C -0.302
3 Br 0.158
4 I 0.335
5 I -0.173
6 H 0.251

---

No. 8
# C2H3BrN

A gas-phase ion, C2H3BrN (charge +1) (the ωB97M-V functional and the def2-TZVPD basis, OMol25).

```
7
C2H3BrN the ωB97M-V functional and the def2-TZVPD basis
N -0.472 0.681 -0.691
C 0.137 -0.182 0.278
C 0.639 -0.999 1.028
Br 1.718 -2.118 2.050
H -1.374 0.348 -0.828
H 0.097 0.619 -1.466
H -0.745 1.650 -0.372
```

Values from the calculation:
Kohn-Sham gap = 10.394 eV
Net charge = +1
LUMO level = -4.41 eV

Here are the natural (NBO) charges for atoms 1 to 6, given in e:
1 N -0.660
2 C -0.034
3 C -0.013
4 Br 0.310
5 H 0.456
6 H 0.464

---

Short version: energy = -5642.6622 -10715.4413 -3002.2229 -2806.5023 -2956.9702 -3247.3013 -3247.3467 -2706.3864 a.u., in the order given.
Short version: relative energy (zero: lowest compared OMol25 entry of this formula, charge and spin) = 4.2 11.0 7.5 49.2 25.3 51.1 22.6 3.7 kcal/mol, in the order given.